Formula: C6H11N
Source: OMol25
Level of theory: ωB97M-V/def2-TZVPD

Properties
HOMO level: -0.2509 hartree
net charge: 0
structure (SMILES): C/C=C/C(C)=C/N
energy: -7886.7365 eV
relative energy (zero: lowest compared OMol25 entry of this formula, charge and spin): 87.5 kcal/mol

Atoms and positions in Å:
C1 1.380 0.366 2.827
C2 0.773 -0.076 1.534
C3 -0.382 0.452 0.962
C4 -0.786 0.047 -0.414
C5 -1.571 1.012 -1.466
C6 -0.231 -0.990 -1.073
N1 0.428 -0.906 -2.275
H1 1.292 -0.642 3.414
H2 2.440 0.515 2.963
H3 0.881 1.229 3.372
H4 1.180 -1.004 1.192
H5 -0.725 1.383 1.518
H6 -1.535 0.558 -2.487
H7 -2.635 1.147 -1.307
H8 -1.067 1.994 -1.466
H9 -0.209 -2.111 -0.612
H10 1.212 -1.590 -2.508
H11 1.076 -0.007 -2.373

Cartesian forces, eV/Å:
C -1.3 -1.6 2.2
C -2.0 1.6 -0.4
C 1.9 -0.3 0.9
C -1.7 1.7 -1.5
C 2.0 -0.2 0.5
C 0.8 -3.7 2.3
N 3.8 1.7 -2.4
H -0.2 1.9 -0.1
H 0.5 0.3 -1.0
H 0.3 -1.2 -0.7
H 0.4 -0.2 -0.8
H -0.2 -1.2 -1.2
H 0.4 0.4 0.9
H -0.1 -0.1 0.8
H -0.4 -0.1 -0.3
H 0.6 2.7 -0.5
H -2.3 0.3 0.9
H -2.5 -1.8 0.5

=====

Formula: C3H6N4O
Source: OMol25
Level of theory: ωB97M-V/def2-TZVPD

Properties
HOMO level: -0.3504 hartree
net charge: 0
structure (SMILES): N=C=NCO.N#CN
energy: -11213.2788 eV
relative energy (zero: lowest compared OMol25 entry of this formula, charge and spin): 80.7 kcal/mol

Atoms and positions in Å:
N1 -0.021 -2.553 1.334
C1 0.078 -1.385 1.105
N2 -0.062 -0.207 0.698
C2 0.413 1.104 0.896
O1 -0.636 2.099 0.571
H1 0.351 -3.349 1.057
H2 1.200 1.379 0.210
H3 0.555 1.220 2.003
H4 -1.569 1.866 1.010
N3 0.775 -1.733 -1.664
C3 0.319 -0.662 -1.605
N4 -0.261 0.487 -1.902
H5 -0.989 0.498 -2.518
H6 -0.155 1.235 -1.194

Cartesian forces, eV/Å:
N -2.1 4.4 2.3
C -0.3 2.9 -1.5
N -0.2 -3.1 1.3
C -2.3 0.7 2.5
O -2.0 -1.3 1.0
H 2.2 -4.1 -1.7
H 0.6 0.0 0.3
H 0.9 0.3 -1.1
H 3.3 0.4 -1.3
N -0.2 0.9 0.4
C 0.4 -2.0 -1.9
N 2.7 1.4 2.7
H -2.2 0.1 -1.7
H -0.9 -0.6 -1.2

=====

Formula: C2H7N3OS
Source: OMol25
Level of theory: ωB97M-V/def2-TZVPD

Properties
HOMO level: -0.3328 hartree
net charge: 0
structure (SMILES): NC/C(=N/O)NS
energy: -19536.8160 eV
relative energy (zero: lowest compared OMol25 entry of this formula, charge and spin): 69.7 kcal/mol

Atoms and positions in Å:
N1 2.097 0.474 -0.485
C1 1.257 0.065 0.606
C2 -0.153 -0.356 0.060
N2 -0.522 -1.585 0.296
O1 -1.820 -1.754 -0.366
N3 -0.982 0.647 -0.399
S1 -0.710 2.149 0.069
H1 2.068 -0.566 -1.003
H2 1.563 1.064 -1.278
H3 1.511 -0.841 1.155
H4 1.002 0.916 1.405
H5 -2.002 -2.706 -0.084
H6 -1.725 0.319 -1.152
H7 -1.585 2.177 1.178

Cartesian forces, eV/Å:
N -0.6 -2.9 -4.1
C -4.0 1.4 1.9
C 0.4 -1.1 2.6
N -0.2 1.7 -2.1
O 0.4 -2.3 1.6
N -1.7 -3.8 -3.6
S -1.4 3.0 1.3
H 0.9 3.5 1.0
H 1.2 -1.5 2.7
H 1.0 0.2 -0.2
H 1.1 -1.8 -1.7
H 0.1 2.0 -0.8
H 1.9 1.3 2.4
H 0.9 0.2 -0.9

=====

Formula: C45H33Cl2N5O4SiTa
Source: OMol25
Level of theory: ωB97M-V/def2-TZVPD

Properties
HOMO level: -0.3947 hartree
net charge: +1
energy: -97305.3561 eV
relative energy (zero: lowest compared OMol25 entry of this formula, charge and spin): 28.9 kcal/mol

Atoms and positions in Å:
Ta1 -0.153 0.564 0.794
Cl1 -1.411 7.119 4.369
C1 -1.222 5.720 3.393
C2 -2.288 5.339 2.625
C3 -2.267 4.105 2.013
Cl2 -3.705 3.520 1.304
C4 -1.097 3.304 1.954
O1 -1.156 2.057 1.441
C5 0.054 3.783 2.566
C6 1.266 2.995 2.431
O2 1.421 1.971 1.770
C7 -0.040 4.984 3.385
H1 -3.197 5.935 2.605
H2 2.167 3.417 2.967
H3 0.807 5.207 4.035
O3 2.536 -3.185 -5.340
N1 1.337 -2.899 -5.242
O4 0.651 -2.556 -6.187
C8 0.709 -2.965 -3.928
C9 -0.554 -3.378 -4.018
C10 -1.362 -3.372 -2.830
C11 -2.697 -3.811 -2.905
C12 -3.415 -3.835 -1.748
C13 -2.836 -3.300 -0.558
N2 -1.616 -2.805 -0.518
C14 -0.878 -2.816 -1.641
C15 0.491 -2.344 -1.583
N3 0.931 -1.679 -0.447
C16 2.189 -1.290 -0.438
C17 3.114 -1.442 -1.511
C18 2.630 -2.007 -2.664
C19 1.283 -2.456 -2.767
H4 -0.932 -3.770 -4.954
H5 -3.056 -4.207 -3.822
H6 -4.426 -4.201 -1.702
H7 -3.354 -3.377 0.386
H8 2.514 -0.709 0.444
H9 4.119 -1.113 -1.348
H10 3.229 -2.199 -3.534
N4 -1.642 -0.937 1.637
C20 -3.006 -0.490 1.756
C21 -3.681 -0.702 2.965
C22 -4.983 -0.273 3.228
C23 -5.718 0.367 2.202
C24 -5.086 0.497 1.029
C25 -3.694 0.164 0.772
C26 -3.081 0.242 -0.590
C27 -3.996 0.318 -1.644
C28 -3.548 0.392 -2.984
C29 -2.174 0.334 -3.240
C30 -1.280 0.288 -2.156
C31 -1.670 0.289 -0.813
H11 -1.303 -1.112 2.572
H12 -1.567 -1.785 1.033
H13 -3.135 -1.082 3.824
H14 -5.435 -0.353 4.212
H15 -6.755 0.675 2.390
H16 -5.668 1.023 0.251
H17 -5.017 0.339 -1.463
H18 -4.340 0.489 -3.704
H19 -1.855 0.171 -4.258
H20 -0.248 0.215 -2.322
N5 6.114 -5.423 5.719
C32 5.360 -4.699 5.294
C33 4.376 -3.791 4.783
C34 3.806 -4.083 3.546
C35 2.854 -3.234 3.029
C36 2.510 -2.054 3.720
C37 3.102 -1.730 4.932
C38 3.988 -2.622 5.456
C39 1.539 -1.230 3.062
C40 0.784 -0.602 2.354
H21 4.156 -4.934 2.989
H22 2.365 -3.350 2.091
H23 2.855 -0.827 5.503
H24 4.442 -2.459 6.454
C41 1.742 3.162 -4.464
Si1 2.607 3.074 -2.779
C42 4.313 2.372 -2.894
C43 2.602 4.720 -1.917
C44 1.735 1.881 -1.568
C45 1.143 1.172 -0.758
H25 2.259 3.794 -5.220
H26 0.794 3.645 -4.326
H27 1.638 2.160 -4.896
H28 5.029 2.751 -3.643
H29 4.264 1.323 -2.940
H30 4.855 2.462 -1.952
H31 3.039 5.526 -2.556
H32 3.217 4.705 -0.973
H33 1.607 4.911 -1.538

Cartesian forces, eV/Å:
Ta 0.0 0.3 0.4
Cl 0.2 0.2 0.2
C 1.8 -0.1 0.4
C -0.9 -0.7 -0.3
C 0.4 -0.5 -0.6
Cl -0.2 -0.1 -0.3
C -1.0 0.0 0.3
O 0.2 0.3 0.0
C -0.5 0.8 0.9
C 1.1 1.0 0.8
O -0.4 -0.1 0.1
C 0.2 -1.3 -0.8
H 0.2 -0.2 0.0
H -0.7 -0.4 -0.5
H -0.2 0.3 -0.3
O -1.1 0.2 0.4
N 2.1 0.0 -1.1
O 0.1 -0.2 0.5
C -0.7 0.0 -1.6
C -1.1 -0.6 1.1
C 0.0 0.4 -1.1
C 0.6 -0.2 1.2
C -0.2 0.6 0.8
C 0.4 -0.7 -1.1
N -0.6 -0.1 0.4
C 0.5 -0.4 0.2
C -0.1 0.7 -0.4
N -0.1 -0.4 -1.0
C 0.8 0.4 0.0
C -1.6 -0.7 0.4
C 0.1 -0.1 0.0
C 1.0 0.9 2.8
H -0.1 0.2 0.1
H -0.4 -0.2 -0.6
H -0.1 -0.1 -0.1
H -0.3 0.2 0.1
H -0.1 -0.6 -0.4
H 0.4 0.1 -0.3
H 0.5 0.3 -0.1
N -0.4 0.5 -0.4
C -1.2 0.1 1.0
C -0.3 0.4 1.4
C 0.2 0.4 -0.6
C 0.1 -1.2 2.2
C 1.2 1.3 -2.6
C -1.2 -0.5 -0.8
C -0.4 0.8 0.2
C 2.9 0.2 -1.4
C 0.1 -0.1 1.7
C -0.8 -0.6 0.6
C -1.3 0.0 -0.2
C -0.9 -0.1 -0.1
H 0.1 -0.5 0.0
H 0.2 0.1 0.0
H 0.1 -0.3 -0.2
H 0.3 -0.3 0.0
H 0.6 0.0 -0.3
H 0.6 -0.4 0.2
H -1.6 -0.1 0.3
H 0.2 -0.1 -0.7
H 0.4 0.4 -0.1
H 1.2 0.1 -0.7
N 1.9 -1.8 1.0
C -1.8 1.9 -0.6
C -0.5 0.4 -0.5
C 0.1 0.1 -0.1
C 0.1 1.0 0.8
C -0.4 -0.3 -0.6
C -0.5 0.5 0.2
C 1.6 -1.0 1.6
C 0.4 -0.1 0.3
C 0.1 0.7 -0.5
H -0.1 -0.3 -0.1
H -0.1 -0.6 -0.6
H 0.0 -0.4 -0.5
H -0.4 0.1 -0.8
C 0.9 0.0 0.1
Si 0.1 -0.1 -0.1
C 1.1 0.9 0.4
C 1.2 0.3 0.8
C -0.2 0.1 -0.2
C 0.2 0.9 -0.5
H 0.1 -0.4 0.7
H -0.8 -0.1 0.0
H -0.2 0.2 0.1
H -0.6 -0.1 0.0
H -0.2 -1.6 -0.7
H -0.1 0.5 0.3
H -0.7 -0.5 0.5
H -0.3 -0.2 -1.0
H -0.4 0.6 -0.3

=====

no.,Kohn-Sham gap (hartree)
1,0.2811
2,0.3712
3,0.3564
4,0.2548